No. 1
# C3H4N4

One molecule with the formula C3H4N4 (ωB97M-V with the def2-TZVPD basis set, the Open Molecules 2025 dataset).

```
11
Properties=species:S:1:pos:R:3
N -0.3241 1.2015 1.8587
C 0.1783 0.5518 0.8297
C -0.9133 -0.0903 0.0868
N -0.7894 -0.7869 -0.9886
C 0.3423 -1.0741 -1.6766
N 1.5699 -0.6871 -1.3699
N 2.6469 -0.3986 -1.1808
H -1.3247 1.2518 2.0716
H 0.2732 1.7129 2.4939
H -1.9509 -0.0017 0.4476
H 0.2919 -1.6794 -2.5723
```

LUMO level: -0.073 eV
Relative energy (zero: lowest compared OMol25 entry of this formula, charge and spin): 476.5 kJ/mol
Kohn-Sham gap: 8.0518 eV
E_HOMO: -0.29858 Ha

Here is what Mulliken gives for the atomic charges, in e: -0.21 -0.54 0.19 -0.46 -0.06 0.47 -0.45 0.19 0.25 0.27 0.35



No. 2
# C5H16N2O

A 3-piece molecular cluster, C5H16N2O overall (ωB97M-V with the def2-TZVPD basis set, the Open Molecules 2025 dataset).

```
24
Properties=species:S:1:pos:R:3
C -0.3401 -2.1579 1.2417
C -0.0398 -1.1113 0.1111
C -1.0055 0.2492 0.4750
C -0.2384 1.2362 1.3142
C 0.9801 2.0532 0.9138
N 0.9752 2.3038 -0.4813
N -0.2518 -1.5593 -1.1845
H -1.3530 -2.5686 1.2735
H 0.0366 -1.7450 2.2228
H 0.3041 -3.1363 0.8924
H 1.0197 -0.9868 0.4628
H -2.0147 -0.1090 0.6799
H -1.1096 0.5091 -0.6299
H -1.0183 1.9757 1.7592
H 0.2106 0.7333 2.2811
H 1.8911 1.4430 1.1640
H 1.0890 3.0187 1.5214
H 0.0040 2.5081 -0.8505
H 1.5361 3.0258 -0.9284
H -1.2024 -2.0066 -1.2951
H -2.1434 -2.0380 -0.9070
H 1.0209 -0.7049 -4.1018
H 0.5478 -0.7579 -2.6655
O 1.1020 -0.1744 -3.2689
```

LUMO level: -2.231 eV
Relative energy (zero: lowest compared OMol25 entry of this formula, charge and spin): 771.2 kJ/mol
Kohn-Sham gap: 6.4198 eV
E_HOMO: -0.31791 Ha

Here is what Mulliken gives for the atomic charges, in e: -1.13 -0.06 -0.41 -0.50 -0.53 -0.44 -0.48 0.34 0.33 0.29 0.33 0.49 0.18 0.26 0.17 0.23 0.28 0.19 0.22 -0.21 0.34 0.34 0.41 -0.64



No. 3
# C3H9N3

One molecule with the formula C3H9N3 (ωB97M-V with the def2-TZVPD basis set, the Open Molecules 2025 dataset).

```
15
Properties=species:S:1:pos:R:3
H -0.6950 -0.1551 -1.8961
N -0.0947 -0.7291 -1.3063
C -0.0045 -0.1349 -0.1961
C -0.7140 1.1854 0.0962
N -1.3666 1.7482 -1.0872
N 0.8335 -0.5369 0.8476
C 1.2948 -1.8927 0.7435
H -0.0297 1.9058 0.5953
H -1.5221 1.0078 0.8488
H -1.9352 2.5437 -0.7940
H -0.6598 2.1139 -1.7529
H 0.4968 -0.2973 1.8005
H 1.6574 -2.0349 -0.2826
H 2.2421 -2.0197 1.3926
H 0.4969 -2.7042 0.9907
```

SMILES: [H]/N=C(\CN)NC
LUMO level: 0.851 eV
Relative energy (zero: lowest compared OMol25 entry of this formula, charge and spin): 68.5 kJ/mol
Kohn-Sham gap: 9.9613 eV
E_HOMO: -0.33480 Ha

Here is what Mulliken gives for the atomic charges, in e: 0.33 -0.75 0.42 -0.43 -0.69 -0.28 -0.82 0.31 0.30 0.25 0.22 0.27 0.33 0.29 0.25



No. 4
# C3H2O2

One molecule with the formula C3H2O2 (ωB97M-V with the def2-TZVPD basis set, the Open Molecules 2025 dataset).

```
7
Properties=species:S:1:pos:R:3
C 1.9534 -0.2276 -0.0043
C 1.1385 -1.2198 -0.2426
C 0.2781 -0.1581 0.2655
O 2.0984 0.9585 -0.0247
O -0.7834 0.2018 -0.4133
H 0.2366 0.0171 1.4073
H -0.7511 -0.3699 -1.1838
```

LUMO level: -0.158 eV
Relative energy (zero: lowest compared OMol25 entry of this formula, charge and spin): 377.2 kJ/mol
Kohn-Sham gap: 9.1497 eV
E_HOMO: -0.34204 Ha

Here is what Mulliken gives for the atomic charges, in e: 0.74 -1.08 0.44 -0.42 -0.40 0.32 0.40



No. 5
# C9H11N2O

An isolated ion of composition C9H11N2O and charge +1 (ωB97M-V with the def2-TZVPD basis set, the Open Molecules 2025 dataset).

```
23
Properties=species:S:1:pos:R:3
O -0.8246 1.8625 0.7786
C -0.8119 0.5700 0.4044
C 0.6693 0.1928 0.3129
C 1.2731 -0.8316 1.0801
C 2.5793 -1.1199 1.0404
C 3.3378 -0.4157 0.1384
C 2.8246 0.6106 -0.6345
C 1.4355 0.8921 -0.5961
N -1.7296 -0.4092 1.2600
C -2.6136 -0.9157 0.5805
C -2.7947 -0.5048 -0.8838
N -1.6564 0.4176 -1.0747
H -1.6225 2.1010 1.1080
H 0.6485 -1.2472 1.8197
H 3.1265 -1.7324 1.7766
H 4.4574 -0.5412 0.0238
H 3.4201 1.1817 -1.2795
H 1.0794 1.5832 -1.3359
H -3.3312 -1.6649 0.8251
H -2.7474 -1.3331 -1.5865
H -3.7401 0.0804 -0.8160
H -1.0857 -0.1415 -1.6753
H -1.8938 1.3651 -1.2661
```

SMILES: O[C@@]1(c2ccccc2)N=CC[NH2+]1
LUMO level: -3.349 eV
Relative energy (zero: lowest compared OMol25 entry of this formula, charge and spin): 156.0 kJ/mol
Total charge: +1
Kohn-Sham gap: 9.5348 eV
E_HOMO: -0.47346 Ha

Here is what Mulliken gives for the atomic charges, in e: -0.45 0.87 -0.12 0.02 -0.82 -0.14 -0.76 -0.42 -0.53 -0.10 -0.53 -0.17 0.41 0.48 0.36 0.30 0.45 0.35 0.43 0.38 0.31 0.36 0.35



No. 6
# C6H8FO2P

One molecule with the formula C6H8FO2P (ωB97M-V with the def2-TZVPD basis set, the Open Molecules 2025 dataset).

```
18
Properties=species:S:1:pos:R:3
C 2.7949 -1.5450 -1.4621
C 2.7321 -0.6273 -0.6734
C 1.6055 0.7951 1.0823
C 0.2796 0.1387 0.8133
C 2.6997 0.4526 0.1801
C -2.0435 0.2216 -0.9230
O -0.6814 2.5017 -0.1472
O 0.4505 0.9144 -1.8240
F 3.7732 1.2281 0.2181
P -0.4481 1.1271 -0.6529
H 2.8041 -2.3378 -2.1496
H 1.4766 1.8868 1.0489
H 1.9348 0.5752 2.1089
H 0.3623 -0.9167 0.5683
H -0.4024 0.2875 1.6473
H -1.8358 -0.7756 -1.2909
H -2.6446 0.2041 -0.0235
H -2.5430 0.8068 -1.6930
```

LUMO level (alpha / beta): -3.249 / -3.248 eV
Relative energy (zero: lowest compared OMol25 entry of this formula, charge and spin): 186.5 kJ/mol
Kohn-Sham gap (alpha / beta): 5.4278 / 5.4295 eV
E_HOMO (alpha / beta): -0.31886 / -0.31888 Ha

Here is what Mulliken gives for the atomic charges, in e: 0.44 -0.29 -0.64 -1.03 0.23 -1.04 -0.77 -0.72 -0.18 1.01 0.41 0.43 0.38 0.40 0.43 0.30 0.32 0.31



No. 7
# C22H26NbO14

C22H26NbO14 as an isolated structure (ωB97M-V with the def2-TZVPD basis set, the Open Molecules 2025 dataset).

```
63
Properties=species:S:1:pos:R:3
C 6.1179 2.3392 -1.7575
C 5.3999 3.6765 -1.7861
O 4.0631 3.4207 -2.1168
C 3.1886 4.5283 -1.9027
C 2.1175 4.2128 -0.8698
O 0.8084 4.0410 -1.3705
Nb 0.3323 2.4730 -2.6194
H 6.3255 2.0400 -2.7749
H 7.0401 2.3934 -1.1981
H 5.4345 1.6312 -1.3191
H 5.4775 4.1379 -0.8046
H 5.8721 4.3149 -2.5333
H 2.7032 4.7883 -2.8329
H 3.7757 5.3792 -1.5729
H 2.4432 3.3817 -0.2560
H 2.0797 5.0752 -0.2000
H -0.8382 3.5721 -3.5407
H 1.5296 2.8911 -3.9451
H 1.5458 1.3120 -1.8365
H -1.0222 1.9491 -1.4909
H -0.2262 1.1641 -3.7433
C -4.2070 1.4755 -0.6389
C -4.5206 1.0919 0.6017
C -4.8392 2.0786 1.6841
O -5.1366 1.6460 2.7855
C -4.7739 3.4959 1.3688
C -4.4536 3.8851 0.1275
C -4.1662 2.8969 -0.9661
O -3.9077 3.3286 -2.0661
O -4.3673 5.1549 -0.2352
O -4.5776 -0.1878 0.9771
H -3.9716 0.7741 -1.4262
H -4.9863 4.1983 2.1620
H -4.1064 5.1418 -1.1797
H -4.8265 -0.1742 1.9209
C 1.5901 -2.1711 0.1856
C 2.2237 -2.7630 1.1990
C 2.2912 -2.1563 2.5656
O 2.8796 -2.7795 3.4358
C 1.6646 -0.8655 2.7778
C 1.0265 -0.2616 1.7626
C 0.9325 -0.8850 0.4040
O 0.3160 -0.2770 -0.4384
O 0.4363 0.9153 1.8712
O 2.8489 -3.9454 1.0853
H 1.5337 -2.6036 -0.8037
H 1.7357 -0.4274 3.7631
H 0.0648 1.1208 0.9834
H 3.2146 -4.1182 1.9760
C -1.2672 -6.9850 0.2211
C -0.3575 -6.2068 0.8235
C -0.7587 -5.0600 1.7087
O 0.1229 -4.4230 2.2485
C -2.1766 -4.7758 1.8714
C -3.0819 -5.5501 1.2623
C -2.6833 -6.7183 0.4074
O -3.5694 -7.3857 -0.0944
O -4.3902 -5.3536 1.3675
O 0.9461 -6.3826 0.6805
H -0.9914 -7.8135 -0.4152
H -2.4532 -3.9362 2.4929
H -4.8101 -6.0533 0.8297
H 1.3849 -5.6655 1.1845
```

LUMO level: 0.073 eV
Relative energy (zero: lowest compared OMol25 entry of this formula, charge and spin): 76.4 kJ/mol
Total charge: -1
Kohn-Sham gap: 4.9149 eV
E_HOMO: -0.17795 Ha

Here is what Mulliken gives for the atomic charges, in e: -1.19 -0.33 -0.23 -0.65 -0.30 -0.74 -0.75 0.28 0.37 0.30 0.39 0.29 0.39 0.41 0.23 0.32 0.03 0.00 0.01 0.19 0.03 -0.83 0.38 1.05 -0.67 -1.02 0.33 0.93 -0.60 -0.59 -0.59 0.43 0.41 0.38 0.36 -1.05 0.20 1.32 -0.70 -1.09 0.35 1.00 -0.38 -0.61 -0.68 0.51 0.44 0.29 0.34 -0.94 0.41 1.06 -0.52 -1.13 0.39 1.03 -0.64 -0.58 -0.58 0.43 0.47 0.36 0.28



No. 8
# C2H3N3O2

One molecule with the formula C2H3N3O2 (ωB97M-V with the def2-TZVPD basis set, the Open Molecules 2025 dataset).

```
10
Properties=species:S:1:pos:R:3
N -1.8386 0.1325 0.0605
C -0.5073 -0.1853 0.2123
N -0.0566 -1.3474 0.5412
O 1.3448 -1.2384 0.4152
C 1.6872 -0.0040 -0.0350
O 2.7923 0.3538 -0.3304
N 0.4903 0.7021 -0.1072
H -1.9822 0.5979 -0.8293
H -2.3978 -0.7132 0.1045
H 0.4559 1.7079 -0.0332
```

SMILES: Nc1noc(=O)[nH]1
LUMO level: 0.488 eV
Relative energy (zero: lowest compared OMol25 entry of this formula, charge and spin): 108.1 kJ/mol
Kohn-Sham gap: 10.0360 eV
E_HOMO: -0.35090 Ha

Here is what Mulliken gives for the atomic charges, in e: -0.51 0.42 -0.39 -0.13 0.49 -0.55 -0.13 0.26 0.29 0.27



No. 9
# CH2F3LaNO3S

CH2F3LaNO3S as an isolated structure (ωB97M-V with the def2-TZVPD basis set, the Open Molecules 2025 dataset).

```
12
Properties=species:S:1:pos:R:3
La -0.8393 -2.0683 -1.9336
N -0.5051 -1.0022 0.7729
S 0.9469 -0.6653 0.5485
O 1.9902 -1.1240 1.4990
O 1.3628 -0.8957 -0.9097
C 1.1943 1.1918 0.6525
F 0.9620 1.6126 1.8963
F 0.3407 1.8330 -0.1558
F 2.4295 1.5587 0.3140
O -2.4974 -0.3680 -1.0812
H -3.2322 -0.0109 -1.5844
H -2.1523 -0.0617 -0.0184
```

<S²>: 0.751
LUMO level (alpha / beta): -1.405 / -1.547 eV
Kohn-Sham gap (alpha / beta): 5.4651 / 6.4849 eV
Multiplicity: 2
E_HOMO (alpha / beta): -0.25247 / -0.29517 Ha

Here is what Mulliken gives for the atomic charges, in e: 1.21 -1.04 1.24 -0.66 -0.81 0.64 -0.23 -0.26 -0.23 -0.58 0.27 0.45



| no. | F_max (hartree/bohr) |
| --- | --- |
| 1 | 0.0325 |
| 2 | 0.1060 |
| 3 | 0.0453 |
| 4 | 0.1003 |
| 5 | 0.0925 |
| 6 | 0.0320 |
| 7 | 0.0723 |
| 8 | 0.0100 |
| 9 | 0.0887 |